{
  "formula": "C9H10N2O",
  "method": "wB97M-V/def2-TZVPD",
  "homo_ha": -0.263,
  "relative_energy_ev": 5.794,
  "homo_lumo_gap_ev": 7.8,
  "charge": 0,
  "elements": ["C", "C", "C", "C", "C", "C", "C", "C", "C", "N", "N", "O", "H", "H", "H", "H", "H", "H", "H", "H", "H", "H"],
  "xyz": [[2.7853, -1.1100, -2.2515], [1.9618, -1.4728, -3.2907], [2.3022, -0.8178, -0.9430], [0.5474, -1.5930, -3.1622], [0.9713, -0.9990, -0.8528], [0.1401, -1.3618, -1.9002], [-1.5424, 0.2568, -0.2223], [-0.6930, -0.1708, 2.0221], [-2.1108, 1.7725, 1.5228], [-0.3825, -1.2851, -0.5981], [-1.4514, 0.5689, 1.0435], [-2.1150, 0.6975, -1.1641], [3.8507, -1.0557, -2.4202], [2.4008, -1.6964, -4.2514], [2.9592, -0.5171, -0.1424], [-0.0833, -1.8559, -3.9953], [-0.4372, -1.1456, 1.6155], [0.2217, 0.3678, 2.2855], [-1.2979, -0.2961, 2.9228], [-2.8547, 1.5205, 2.2809], [-1.3718, 2.4482, 1.9590], [-2.6015, 2.2682, 0.6880]],
  "forces_ev_per_angstrom": [[0.1210, -0.0302, -0.2820], [0.3198, 0.0131, -0.0839], [0.0285, 0.0224, 0.2503], [-0.2407, -0.0651, -0.0186], [-0.4633, -0.3425, -1.4934], [1.2511, 0.6644, 0.7312], [1.7504, -2.2515, -2.1254], [0.3125, -0.3376, 0.1132], [-0.1958, 0.2624, -0.0791], [-3.0298, 1.7971, 2.0443], [-0.1412, 0.2525, 0.5851], [0.1025, -0.0486, 0.4731], [0.0866, 0.0114, -0.0977], [0.1052, 0.0264, -0.0829], [0.0771, 0.0607, 0.0673], [-0.0804, -0.0018, -0.0975], [-0.0140, 0.0596, 0.1045], [-0.0425, -0.0183, 0.0119], [0.0238, -0.0070, -0.0628], [0.0297, -0.0103, -0.0117], [-0.0209, -0.0351, -0.0036], [0.0205, -0.0222, 0.0578]]
}


{
  "formula": "C4H5NO3",
  "method": "wB97M-V/def2-TZVPD",
  "homo_ha": -0.362,
  "relative_energy_ev": 2.137,
  "smiles": "O=C1CC=NC1(O)O",
  "homo_lumo_gap_ev": 10.5,
  "charge": 0,
  "elements": ["O", "C", "C", "C", "N", "C", "O", "O", "H", "H", "H", "H", "H"],
  "xyz": [[0.6413, 1.6454, 1.4310], [0.3341, 0.6822, 0.8169], [-1.1245, 0.1012, 0.7335], [-1.0261, -0.7166, -0.5900], [0.1702, -0.9389, -0.9542], [1.2301, -0.2916, 0.0559], [2.1520, 0.3587, -0.7941], [1.8260, -1.2277, 0.8794], [-1.7177, 1.1347, 0.6232], [-1.3942, -0.4564, 1.6096], [-1.8460, -0.7799, -1.3468], [2.0236, -0.2953, -1.5003], [2.1894, -0.6951, 1.6227]],
  "forces_ev_per_angstrom": [[0.5446, 0.8738, 0.3168], [-1.2987, -2.0243, 0.4477], [-0.0784, 3.0214, -2.0187], [0.4787, 1.9529, 0.5765], [1.5551, 0.0344, 1.1668], [-1.4368, 0.1878, -1.9603], [-1.2045, -1.2411, 0.5322], [-0.2690, 0.6421, 0.6161], [0.5515, -2.6290, 0.3237], [-0.2457, -0.1367, 0.4034], [0.5229, -0.5586, 0.9585], [0.9118, 0.5513, -0.8543], [-0.0314, -0.6739, -0.5083]]
}


{
  "formula": "C28H51F9N4O5PS",
  "method": "wB97M-V/def2-TZVPD",
  "homo_ha": -0.371,
  "homo_lumo_gap_ev": 5.9,
  "charge": 1,
  "elements": ["C", "C", "N", "C", "C", "P", "N", "C", "N", "C", "N", "C", "O", "C", "C", "C", "C", "F", "F", "C", "F", "F", "S", "F", "F", "F", "F", "F", "H", "H", "H", "H", "H", "H", "H", "H", "H", "H", "H", "H", "H", "H", "H", "H", "H", "H", "H", "C", "C", "C", "O", "C", "H", "H", "H", "H", "H", "H", "H", "H", "C", "C", "C", "O", "C", "H", "H", "H", "H", "H", "H", "H", "H", "C", "C", "C", "O", "C", "H", "H", "H", "H", "H", "H", "H", "H", "C", "C", "C", "O", "C", "H", "H", "H", "H", "H", "H", "H", "H"],
  "xyz": [[9.3619, -3.3979, 4.2795], [10.2767, -2.2701, 3.5468], [11.5991, -2.4679, 3.4971], [9.7070, -0.9047, 2.9137], [8.7226, -1.0972, 1.6404], [7.3612, 0.1883, 1.9561], [6.6017, 0.0375, 3.3646], [9.5266, -0.4416, 0.3863], [8.6534, -0.9169, -0.7798], [8.5094, -2.4020, -0.5109], [9.8842, -2.9708, -0.7895], [10.0538, -3.1323, -2.0988], [10.2214, -2.9379, -3.3274], [8.3403, -2.5861, 1.1188], [6.8092, -2.8888, 1.6380], [6.6277, -4.4766, 1.6196], [5.2645, -5.0827, 2.1730], [4.7223, -6.0807, 1.2586], [5.6537, -5.8933, 3.3334], [4.1490, -4.0878, 2.7327], [4.6139, -3.1797, 3.7694], [3.2190, -4.9453, 3.4604], [3.1156, -3.1438, 1.5142], [2.2135, -4.5716, 1.2667], [4.0593, -3.4973, 0.1842], [3.8557, -1.6655, 1.8161], [2.0254, -2.7827, 2.7677], [2.0675, -2.3294, 0.4678], [8.4414, -2.9457, 4.7981], [10.0298, -3.9985, 5.0039], [9.0503, -4.1317, 3.4457], [12.0592, -1.6600, 3.0327], [9.1806, -0.2972, 3.7562], [10.5765, -0.2173, 2.5526], [6.4146, 0.0991, 0.8805], [8.0050, 1.4956, 1.9855], [5.5896, -0.1169, 3.1417], [10.6590, -0.6687, 0.3103], [9.3560, 0.7094, 0.3414], [9.0352, -0.6081, -1.6936], [7.6805, -0.5457, -0.8133], [7.7211, -2.9749, -1.1177], [9.0725, -3.4553, 1.3022], [6.8036, -2.4983, 2.7360], [6.1312, -2.2877, 0.9369], [6.7313, -4.8218, 0.5096], [7.5285, -4.9790, 2.1603], [-0.4859, -1.0041, 2.0346], [-1.4740, -2.1118, 1.7559], [-2.5501, -1.8412, 2.7873], [-2.5642, -0.4244, 3.0130], [-1.3983, 0.1478, 2.4038], [0.1678, -0.7760, 1.1906], [0.1410, -1.2732, 2.8909], [-1.8856, -1.9965, 0.7473], [-1.0469, -3.1134, 1.8378], [-2.3193, -2.3296, 3.7399], [-3.5386, -2.1701, 2.4576], [-1.7220, 0.6981, 1.5135], [-0.9283, 0.8504, 3.0961], [-5.9360, 2.8156, 0.6839], [-4.8774, 1.7419, 0.7791], [-3.9531, 2.1066, -0.3636], [-4.0230, 3.5306, -0.5168], [-5.1233, 4.0229, 0.2622], [-6.4849, 2.9753, 1.6136], [-6.6564, 2.5579, -0.0992], [-4.3452, 1.8295, 1.7324], [-5.2723, 0.7271, 0.7007], [-4.2842, 1.6523, -1.3038], [-2.9183, 1.8074, -0.1775], [-4.7100, 4.5461, 1.1314], [-5.7041, 4.7347, -0.3291], [-10.9604, 4.4841, -1.6641], [-10.0339, 3.6612, -2.5291], [-8.9086, 3.3379, -1.5671], [-9.4872, 3.2767, -0.2561], [-10.8187, 3.8062, -0.3161], [-11.9912, 4.5075, -2.0228], [-10.5946, 5.5149, -1.6046], [-10.5372, 2.7390, -2.8388], [-9.6926, 4.1806, -3.4251], [-8.1504, 4.1287, -1.5617], [-8.4197, 2.3878, -1.7978], [-11.5170, 2.9678, -0.2183], [-10.9796, 4.4928, 0.5184], [-10.6893, 2.9814, -7.7429], [-9.2167, 3.2574, -7.5469], [-9.2355, 4.3157, -6.4626], [-10.3952, 4.0646, -5.6567], [-11.2244, 3.1077, -6.3310], [-10.8982, 2.0085, -8.1920], [-11.1304, 3.7551, -8.3805], [-8.7160, 2.3550, -7.1798], [-8.7061, 3.5858, -8.4543], [-9.3347, 5.3197, -6.8886], [-8.3401, 4.2899, -5.8361], [-11.1464, 2.1578, -5.7907], [-12.2650, 3.4393, -6.3044]],
  "forces_ev_per_angstrom": [[0.7264, 0.5046, -0.9492], [2.9651, -0.1114, 0.0209], [-3.9648, 0.7704, 0.0782], [-0.2327, 0.0559, 0.7808], [2.6078, 0.8296, -0.9634], [-1.7427, -0.4635, 2.9742], [-0.3029, -0.1773, -2.1021], [-1.0720, 1.8178, 0.8823], [-0.3553, -0.5288, -0.4021], [0.6540, -2.3834, 0.6731], [-0.2335, -0.9805, -5.7329], [0.2517, 3.2618, -2.4968], [-0.9094, -2.0223, 7.9889], [-1.2628, 1.2425, -0.8129], [1.9769, -0.4116, 0.3912], [0.2220, -0.0886, -1.5226], [1.7056, -2.9118, 0.7531], [0.9750, 3.1058, 2.1951], [-1.1474, 2.1164, -2.4110], [-0.8741, -1.7746, 4.8459], [-0.6889, -2.4203, -3.3623], [2.5472, 2.3745, -2.1400], [-5.3503, 1.1899, -0.9581], [1.9623, 2.7654, -0.1859], [-0.9028, 0.6957, 2.2607], [-0.5309, -2.5252, -0.8875], [2.2433, -0.5020, -2.1739], [2.1485, -1.5943, 1.7864], [1.4529, -0.7070, -0.8224], [-1.1032, 1.2175, -1.1579], [0.2462, 1.0943, 1.4200], [-0.3729, -0.6236, 0.2838], [0.6430, -1.1768, -1.3724], [-1.2924, -1.4425, 0.8003], [0.7767, 0.3619, -0.2321], [0.1339, -1.1204, -0.8302], [1.0484, 0.0249, 0.6275], [-2.1897, -0.0585, -0.3070], [0.7665, -1.8372, 0.3881], [0.1126, -0.8532, 0.3421], [0.7723, 0.2679, 0.7175], [0.8616, 1.4678, 0.7721], [-0.9962, 1.7377, 0.3447], [-0.3941, -0.5106, -2.0810], [0.5712, -1.0821, 1.2993], [-0.4277, 0.4387, 1.9132], [-1.9374, 0.8809, -0.6514], [0.4419, 0.0964, 0.2283], [-0.1470, -0.2672, -0.4355], [-0.2206, 0.0086, 0.3626], [0.3287, -0.1722, -0.2251], [-0.3090, 0.2768, -0.0317], [-0.0725, 0.0320, 0.0693], [-0.0602, 0.0792, -0.0850], [0.0224, -0.0541, 0.0685], [-0.0536, 0.0583, 0.0137], [-0.0269, -0.0949, -0.0411], [0.0261, 0.1135, 0.0795], [0.0982, 0.0571, -0.0053], [-0.1373, -0.0208, 0.0139], [-0.4859, 0.0192, -0.1681], [0.2529, -0.2422, 0.4243], [0.0590, 0.0784, -0.3551], [-0.1392, -0.2182, 0.1469], [0.1865, 0.2657, 0.0936], [0.0231, 0.0067, -0.1146], [0.0112, 0.0669, 0.1393], [-0.0224, -0.1051, -0.0684], [0.0550, 0.0710, 0.0069], [0.0379, -0.1060, 0.0116], [-0.0041, 0.1143, -0.0757], [-0.0924, 0.0454, 0.0152], [0.1275, -0.0261, -0.0349], [-0.1227, 0.4491, 0.0477], [0.1127, -0.2488, -0.3380], [0.1662, 0.0615, 0.2111], [-0.0818, 0.0992, -0.2108], [-0.0872, -0.2426, 0.2501], [0.0829, -0.0038, 0.0437], [-0.0750, -0.0611, -0.0019], [0.0651, 0.0730, -0.0461], [-0.0955, -0.1239, 0.1101], [0.0606, -0.0117, -0.1014], [-0.0136, 0.0223, 0.1112], [-0.0792, 0.0670, 0.0160], [0.0999, -0.1023, 0.0173], [-0.3519, 0.0873, -0.3653], [0.4412, -0.2723, -0.0189], [-0.0417, 0.3609, 0.1375], [0.0586, -0.1246, -0.4543], [-0.1053, -0.1113, 0.3557], [-0.0042, 0.0778, 0.0574], [0.0020, -0.0940, 0.0390], [0.0034, 0.0799, -0.0460], [-0.0314, -0.0034, 0.0917], [0.1046, -0.0045, -0.0292], [-0.1071, 0.0298, 0.0589], [-0.0804, -0.0434, -0.0486], [0.0933, 0.0429, 0.0956]]
}